No. 1
C48H57GeN7Ru | ωB97M-V/def2-TZVPD

## Properties
2S+1   5
Net charge   +2
E_LUMO (spin up / spin down)   -5.15 / -7.04 eV

```
114
Properties=species:S:1:pos:R:3:forces:R:3
C 0.474480 -0.515776 -0.658216 -0.597 1.433 -0.358
C -1.892287 4.735048 0.683632 -0.146 -0.013 -0.061
H -3.013207 -0.639771 3.329238 -0.013 -0.002 0.000
H -2.824561 3.591826 5.030198 -0.045 -0.017 0.004
H 1.916144 -4.045692 1.086664 0.001 0.038 -0.027
H -1.187672 -2.714039 4.510388 -0.028 -0.011 0.008
H 2.166864 -2.904109 -0.255334 0.015 -0.010 0.019
H -3.716830 5.840112 0.387389 0.025 -0.012 -0.014
H -0.187614 2.631167 2.882082 -0.009 0.170 -0.005
H -0.674970 -3.837848 2.115832 0.166 -0.041 -0.021
C 1.818108 -3.003118 0.777180 0.332 0.071 0.035
C -1.659437 -3.390340 1.996388 -0.065 0.156 -0.103
H -1.561791 4.055824 3.897720 -0.029 -0.052 -0.023
C 0.266246 1.099072 -4.133590 -0.011 0.011 -0.025
H 0.852045 0.955104 -6.193522 -0.054 -0.008 0.045
C 4.140626 -2.870244 -4.622019 0.006 -0.020 -0.006
H -3.028431 -5.215571 0.539757 0.018 0.052 -0.062
C 4.649021 2.208816 -0.504677 0.003 0.005 0.047
C 1.114606 1.116466 2.191803 -0.094 -0.156 -0.087
N -1.610041 -2.016945 2.554395 0.009 -0.073 0.206
H -3.981971 0.797385 -0.396649 0.001 0.016 -0.028
C -2.025655 -3.323182 0.545767 0.100 -0.097 0.149
C 2.738061 -1.490473 -3.210308 -0.018 -0.048 0.025
C 4.037673 -2.426406 1.726080 -0.233 0.112 -0.012
H 4.797697 2.617324 0.488601 -0.021 -0.029 -0.055
C -1.648969 2.718117 -0.633083 -0.016 -0.170 0.085
C -2.692745 -4.376675 -0.062574 -0.116 -0.098 -0.237
C 3.278275 0.289425 4.100569 0.047 -0.084 -0.142
H -2.620705 -3.274065 -3.266486 0.004 -0.017 0.071
C -1.792623 -2.250502 -1.580178 0.038 0.293 -0.074
C -2.525628 1.571548 2.347810 0.113 -0.041 -0.082
C 1.492435 -0.487273 -1.371526 0.166 -0.648 0.052
H 3.568356 1.334137 3.988694 0.009 -0.002 -0.021
H -3.019908 -0.397610 0.479860 0.276 -0.089 -0.060
N -1.340111 1.004785 2.146984 0.011 0.201 0.005
N 1.150926 -0.344643 2.086423 0.074 0.260 -0.266
C -0.768644 0.973512 -3.203459 -0.031 0.104 0.025
C -0.775801 -2.017806 3.774847 -0.095 0.028 -0.044
H 5.724424 2.599359 -3.695435 -0.071 -0.059 0.108
C 3.566760 0.615493 -1.970873 -0.059 -0.031 -0.071
H 0.773440 -2.736369 0.795019 -0.246 0.040 0.057
C 5.368448 2.721819 -1.578341 -0.029 -0.028 -0.065
C -2.110504 3.203567 4.307590 -0.058 -0.044 -0.148
H 3.200429 0.767317 0.145794 0.066 0.029 -0.097
H 4.629226 -1.924750 3.751729 -0.012 0.017 0.024
H -1.428117 -1.441833 -2.199866 -0.025 -0.011 0.020
C -0.165411 1.547324 2.861783 -0.293 -0.159 -0.008
H -5.553557 1.385427 2.450678 -0.003 -0.021 0.014
C -2.879101 2.980167 -1.233159 -0.096 -0.091 -0.027
C -1.222177 0.464348 -5.914720 0.030 0.019 0.069
C -4.799078 2.047574 2.018910 0.189 -0.144 0.029
H -3.246935 0.031990 -5.333667 0.071 0.025 0.021
N -3.626425 1.276343 1.613825 -0.112 0.078 -0.120
N 2.592922 -2.178676 1.683949 0.182 -0.267 -0.057
H 4.243933 -3.462358 1.984646 0.019 -0.031 0.026
H 4.127486 0.755783 -4.046897 0.030 0.058 0.125
H -4.728260 -0.274264 0.797878 -0.040 -0.004 -0.033
H 2.258318 0.235813 4.480593 -0.013 -0.008 -0.017
H -3.458499 -5.184642 -1.903691 0.046 0.060 0.042
H -1.435175 2.553580 4.847688 0.038 -0.060 -0.008
N 3.406857 -0.462634 2.846118 0.120 -0.011 0.045
H -2.850749 0.448646 -2.948736 0.018 0.034 -0.051
C 2.305869 -0.952314 2.181528 0.061 -0.071 0.169
H -1.399925 0.268411 -6.965266 0.009 0.014 0.052
Ge -0.385772 1.408192 -1.350047 0.506 0.179 -0.814
C -2.986719 -1.659615 2.958203 0.023 0.004 -0.036
C -4.222896 3.022524 3.030213 0.157 -0.064 0.016
C -3.142327 4.965014 0.109240 0.143 -0.117 0.022
H -4.574998 4.289461 -1.342949 0.045 -0.008 0.027
C 1.749496 -3.148447 -4.673808 -0.101 0.022 0.011
C 4.287849 1.148345 -3.046943 0.019 0.024 -0.135
C -1.586906 -2.219680 -0.200573 -0.048 -0.001 -0.021
C 0.041260 0.848546 -5.481938 -0.073 -0.035 0.024
C -3.626921 4.091372 -0.856245 0.048 0.015 0.021
H 3.118870 -4.284429 -5.879428 -0.005 0.062 0.060
H 1.258189 1.399561 -3.812171 -0.039 0.038 -0.007
H -0.156601 3.484387 0.719538 -0.136 0.009 -0.027
N -2.880113 2.487793 3.290736 -0.053 0.200 0.085
C 4.008584 -1.872046 -3.671875 0.080 -0.003 0.036
H -5.232878 2.548292 1.155092 -0.025 0.030 -0.047
C 3.012158 -3.507146 -5.131352 0.083 0.022 0.015
H -1.484537 5.441727 1.397560 -0.013 -0.025 -0.031
H -0.134168 1.186098 3.892186 -0.045 -0.008 0.094
H -3.657856 -1.771777 2.110695 0.010 -0.002 0.016
H 3.936289 -0.155069 4.845688 0.008 -0.047 -0.015
C -2.928438 -4.364180 -1.433895 0.055 0.059 0.104
C 5.179006 2.191095 -2.850190 0.032 0.048 -0.039
C 3.751536 1.173879 -0.699385 -0.035 -0.060 0.164
H -4.151613 4.034146 2.628031 0.036 0.053 -0.020
C 4.509965 -1.438418 2.780875 -0.200 0.085 0.052
H 1.162500 1.546853 1.184100 -0.014 -0.011 -0.085
H 0.238835 -2.314215 3.530690 0.067 -0.020 -0.019
H 4.472708 -2.219054 0.743647 -0.010 -0.001 -0.018
H 6.068223 3.534902 -1.426946 -0.038 -0.055 -0.011
H 0.619810 -1.866822 -3.375263 0.141 -0.035 -0.057
H 0.972725 2.078156 -1.127627 -0.019 0.261 -0.165
H 0.868885 -3.641517 -5.071785 0.079 0.049 0.048
H 5.445845 -0.953800 2.515929 0.039 0.019 -0.002
C 2.591785 -0.462909 -2.180717 0.373 0.052 -0.263
H -2.354973 -4.000493 2.574022 -0.070 -0.084 0.048
Ru -0.696921 -0.710599 0.892293 -0.432 -1.347 1.368
C 1.610238 -2.156627 -3.719151 -0.106 0.033 0.040
C -2.260819 0.333527 -4.998308 0.026 -0.010 -0.015
H -3.259386 2.342602 -2.025343 0.053 0.080 0.110
H -4.793714 3.055472 3.954466 -0.026 0.007 0.063
C -2.036155 0.590466 -3.652735 0.074 -0.113 0.018
H -3.320024 -2.331632 3.753586 0.006 -0.015 0.010
C -2.464611 -3.295466 -2.193355 -0.091 -0.169 0.056
H 5.128084 -3.162517 -4.962281 -0.094 0.040 0.031
H -0.760117 -1.017319 4.202142 0.000 -0.001 0.001
C -3.833558 0.306897 0.564729 -0.137 0.236 0.138
H 1.953246 1.540408 2.729158 0.074 0.056 0.069
C -1.154481 3.621943 0.307654 0.117 0.063 0.073
H 4.895280 -1.400628 -3.259919 -0.101 -0.060 -0.053
```
Positions in Å, forces in eV/Å.



No. 2
C48H57N3O5PW | ωB97M-V/def2-TZVPD

## Properties
2S+1   3
Net charge   +1
E_LUMO (spin up / spin down)   -3.57 / -3.84 eV

```
115
Properties=species:S:1:pos:R:3:forces:R:3
C 2.465545 -1.416883 0.699340 0.038 0.026 -0.010
H -0.534901 -1.187225 -5.090666 0.001 -0.005 0.001
H -0.642402 -2.474001 -0.671822 0.009 -0.032 0.028
C 4.601302 1.731043 2.004414 0.023 -0.035 0.001
H 3.876861 -2.612105 -3.389687 0.003 -0.004 0.002
C -3.254578 -4.847796 -3.195561 -0.002 -0.001 0.001
H -0.994592 1.452269 5.001962 0.003 -0.006 0.006
H -2.295521 -2.906693 0.546122 0.001 0.001 0.020
C -2.752993 2.448400 0.311655 0.053 0.071 0.067
C -0.315428 3.785341 -0.160903 0.019 -0.021 -0.018
H 4.265496 -2.541393 0.556626 0.003 -0.001 -0.004
H -4.566877 -3.415780 -4.099848 -0.004 -0.001 -0.001
H -3.091914 -1.500032 -3.678948 0.006 0.007 -0.015
C 1.478020 -1.719222 -5.599940 0.009 0.011 0.005
C 3.007993 1.322248 -3.853335 0.014 -0.039 -0.012
H -1.915740 2.660712 3.055736 0.036 0.032 -0.036
C 1.862359 -2.098522 -2.880835 -0.005 0.002 -0.004
H -5.058070 -1.710747 0.918373 -0.016 0.003 0.010
C 1.769971 1.648716 -3.014307 -0.060 0.034 0.030
C 2.187841 2.504201 -1.838353 0.048 -0.012 -0.027
C -1.161895 -0.123760 -2.512887 0.020 -0.043 -0.101
H -1.721486 -6.038829 -2.278452 0.007 -0.002 0.002
H 1.835854 3.625788 2.876667 -0.050 0.020 0.020
H 5.275323 2.586541 1.927470 -0.014 0.016 -0.003
C -2.184161 0.297564 3.729029 0.003 -0.056 -0.015
H 1.055136 3.225369 -4.334245 0.020 0.011 -0.005
C 2.884120 2.754214 0.489230 0.041 0.055 0.038
C 0.690301 2.305922 -3.874747 0.031 -0.020 0.011
H -0.975015 4.648376 -0.055510 0.007 0.007 -0.004
H 0.975552 -4.213187 2.823642 -0.002 -0.004 0.003
C 2.719431 -2.126938 -5.127905 -0.008 0.004 0.009
O 3.966455 -0.105791 -0.577826 -0.103 -0.067 -0.047
H 0.393866 1.634126 -4.681824 -0.008 -0.002 0.003
H 2.564054 4.201563 -3.085609 0.001 0.011 -0.007
H 3.534006 -2.296585 -5.818886 0.007 -0.002 -0.001
H -0.266376 3.490044 -1.207450 -0.040 -0.009 0.025
C 2.735855 -3.539261 1.735238 0.000 -0.020 0.008
H 2.736576 0.667795 -4.681620 0.005 -0.011 -0.012
H 1.321493 -1.574419 -6.660564 -0.003 0.001 -0.003
H 3.442345 2.233950 -4.267645 0.002 0.015 -0.007
O -1.235013 -2.712737 3.186624 -0.019 -0.025 -0.001
H -1.950148 -0.379093 6.340748 0.002 0.007 0.002
P -1.010245 2.444477 0.837611 -0.084 -0.168 -0.035
H 1.385981 0.704512 -2.627283 0.010 0.049 -0.016
H -3.191770 1.406507 5.251604 0.002 0.014 -0.002
N 1.808907 0.673174 -0.224800 0.126 -0.110 0.092
C -4.579326 0.692885 3.800536 -0.055 0.002 -0.004
H 3.770363 0.827532 -3.249989 -0.007 -0.004 -0.001
C -4.738871 -0.091017 2.672723 0.018 0.040 -0.004
C 2.910240 -2.307321 -3.768567 0.016 -0.003 -0.004
H -0.204069 2.544785 -3.298296 -0.013 -0.010 -0.009
C -2.789169 -2.486500 -3.362513 -0.015 -0.009 0.059
C -1.572747 -2.676346 -2.720239 -0.069 0.012 -0.044
H 2.021445 -2.268267 -1.825382 -0.017 0.002 0.006
C 2.270979 2.011641 -0.534915 0.019 -0.043 -0.024
C -0.925668 0.439200 4.592208 -0.014 0.071 -0.008
H 3.539999 4.027120 2.982037 0.042 0.012 0.016
H -3.911589 -5.687086 -3.379139 -0.004 -0.001 -0.004
C 0.622659 -1.691686 -3.353219 -0.001 -0.029 0.028
C -3.648087 -0.654043 2.020566 0.117 0.018 0.046
C 2.628406 3.802419 -2.081817 0.003 0.011 0.002
H -3.326728 1.759880 0.927364 -0.055 -0.039 0.067
C -2.030708 -5.045015 -2.572643 -0.004 0.028 0.001
H -1.009932 -1.562454 5.437477 0.008 -0.016 -0.028
C 0.710282 -2.311205 1.911129 -0.044 -0.020 0.005
H 0.571759 0.839159 3.026335 -0.017 0.048 0.000
N -1.184511 -0.861457 1.789474 -0.062 -0.055 0.088
C 3.186256 4.570432 -1.078598 -0.002 -0.010 -0.036
H -0.200282 3.094842 3.059207 0.116 -0.022 -0.004
C 2.832361 3.199102 2.986872 -0.052 -0.031 -0.035
W -0.111475 0.092262 0.261670 0.159 0.104 -0.114
H 4.767470 1.262434 2.976659 -0.003 0.004 0.010
C 2.851378 -0.230473 -0.123835 -0.062 0.085 -0.025
O -0.904683 0.658265 -1.452456 -0.109 0.044 0.038
H 4.871094 1.024618 1.221602 0.033 0.035 0.042
H -5.732722 -0.281120 2.286989 -0.010 -0.013 0.006
C 3.335032 4.035053 0.189659 -0.022 -0.030 0.035
C -1.027354 -0.528440 5.781591 -0.013 0.003 0.007
C -0.583449 -1.553050 -2.426284 0.042 0.004 0.028
H 0.688488 4.042714 0.172786 -0.030 0.033 -0.005
C -1.188238 -3.967524 -2.352340 0.017 -0.023 -0.015
O -1.755190 0.273396 -3.471762 0.029 -0.015 0.108
H -3.151712 3.456620 0.439000 0.007 -0.008 0.007
H 0.778841 -0.709054 3.854720 0.001 -0.008 0.014
H -5.438188 1.134475 4.288028 -0.002 0.009 -0.001
C -3.621463 -3.573456 -3.597930 -0.011 0.010 -0.004
H 2.902323 2.721758 3.965368 -0.012 -0.015 -0.005
H -4.201418 0.154407 -0.514686 -0.014 -0.006 -0.022
C 0.432950 -1.498056 -4.718848 -0.015 0.004 -0.009
H 2.494025 1.326100 2.020960 0.014 -0.001 0.023
H -2.834244 2.158430 -0.733796 0.047 0.004 -0.022
O -0.142382 -1.724871 -1.036131 -0.018 0.029 -0.055
C -3.760269 -0.841057 -0.496832 -0.038 -0.046 -0.075
H -0.187901 -0.373021 6.461829 -0.001 -0.002 -0.005
H 3.334288 -4.411844 1.959545 0.003 -0.004 0.002
C 3.263461 -2.514119 0.961533 0.016 0.030 -0.028
C 0.468836 0.327255 3.983138 0.021 0.053 -0.021
N 1.236597 -1.320940 1.194148 -0.046 -0.023 0.054
H 3.537721 5.571847 -1.289933 0.000 0.003 -0.001
H 3.825214 4.621094 0.955226 -0.014 0.012 0.024
C -2.356519 -0.380990 2.511132 0.026 0.054 -0.098
C -3.317020 0.854745 4.326775 0.015 -0.033 0.042
H -3.420413 -3.420305 1.798551 0.004 -0.003 0.009
H -0.205458 -4.149881 -1.928635 0.013 0.024 0.010
H -4.189023 -1.424817 -1.311664 0.017 0.007 0.005
C -1.126832 3.165312 2.499989 -0.050 -0.028 -0.007
C 3.144418 2.193626 1.877361 -0.023 0.011 -0.020
C -3.982306 -1.541969 0.833384 -0.046 -0.105 -0.043
C -3.351059 -2.935650 0.826571 0.011 0.037 -0.020
H -3.855593 -3.555784 0.083645 -0.013 -0.009 0.000
H 1.183604 0.777325 4.674345 0.005 -0.006 0.011
H -1.393056 4.216562 2.377254 0.006 0.000 0.026
C -0.683942 -2.017304 2.365441 0.041 0.066 -0.003
H -2.692142 -0.748227 -0.691974 -0.021 0.043 -0.018
C 1.433734 -3.444801 2.216965 0.004 0.018 0.004
```
Positions in Å, forces in eV/Å.